Record 1
56
Properties=species:S:1:pos:R:3:nbo_charge:R:1 method="wB97M-V/def2-TZVPD" de_lowest_kcal_mol=132.9 mol_weight_g_mol=288.9 total_energy_ev=-31783.8940 smiles=CCCCCCCCCCCCCCCCCCCl
Cl 4.955 -1.134 -0.579 -0.125
C 1.785 0.968 0.505 -0.413
C -0.659 3.524 0.607 -0.434
C 0.416 -2.442 2.026 -0.405
C 1.886 0.402 -0.898 -0.428
C -0.001 -2.624 0.538 -0.410
C 4.414 0.642 -0.835 -0.355
C -2.418 1.740 0.885 -0.391
C -2.911 -0.820 -1.920 -0.408
C -3.298 -0.117 -0.639 -0.435
C 2.024 -2.492 2.214 -0.643
C 1.651 2.458 0.297 -0.431
C -1.245 2.600 1.502 -0.389
C -2.183 1.105 -0.498 -0.424
C 0.371 2.979 -0.384 -0.391
C -1.469 -2.785 0.438 -0.436
C -1.820 -1.889 -1.811 -0.380
C -2.032 -3.130 -0.916 -0.405
C 3.146 0.850 -1.643 -0.448
H -0.089 2.120 -0.952 0.209
H 2.582 2.743 -0.309 0.206
H 2.438 -2.284 3.226 0.215
H -2.606 -0.222 -2.770 0.208
H -2.091 -1.942 0.918 0.213
H 3.112 1.947 -2.098 0.227
H 1.730 2.891 1.289 0.206
H -1.708 -3.607 1.063 0.206
H -1.089 0.654 -0.407 0.205
H -0.561 1.886 2.049 0.198
H 0.948 0.686 -1.424 0.213
H -1.495 4.004 0.088 0.199
H -3.405 2.288 0.786 0.197
H -2.604 0.889 1.743 0.193
H -3.604 -0.874 0.119 0.225
H -0.053 -1.569 2.538 0.210
H 1.940 -0.684 -0.748 0.223
H 4.745 1.121 0.190 0.239
H -0.923 -1.231 -1.447 0.186
H -1.675 -4.048 -1.358 0.214
H 0.702 -3.422 -0.069 0.221
H 0.550 3.854 -1.219 0.209
H -0.295 4.325 1.163 0.208
H -1.681 -2.159 -2.834 0.203
H -4.358 0.355 -0.556 0.211
H 2.469 -3.613 2.008 0.202
H -1.797 3.155 2.303 0.211
H -3.716 -1.481 -2.447 0.188
H 2.770 -1.864 1.609 0.215
H -2.279 1.889 -1.301 0.221
H 5.198 1.061 -1.428 0.212
H 3.240 0.312 -2.639 0.238
H 0.483 -1.586 0.081 0.202
H 2.626 0.574 1.136 0.218
H 0.144 -3.420 2.667 0.197
H 0.943 0.556 1.075 0.209
H -3.200 -3.142 -0.934 0.196

***

Record 2
19
Properties=species:S:1:pos:R:3:nbo_charge:R:1 method="wB97M-V/def2-TZVPD" de_lowest_kcal_mol=43.5 mol_weight_g_mol=100.2 total_energy_ev=-8462.4685 smiles="C=C/C(C)=C/C.O"
O -0.372 0.605 2.885 -0.957
C 0.385 0.104 -0.616 -0.067
C 1.000 1.395 -0.965 -0.654
C -1.969 0.780 -1.314 -0.657
C -0.902 -0.199 -0.817 -0.145
C 1.297 -0.943 -0.049 -0.208
C 0.983 -2.209 0.221 -0.389
H -2.946 0.317 -1.414 0.215
H 1.623 -2.833 0.836 0.202
H 1.277 1.438 -2.029 0.226
H 0.122 -2.720 -0.182 0.196
H 0.277 2.226 -0.957 0.222
H 2.310 -0.559 0.031 0.202
H -1.374 -1.066 -0.377 0.194
H -1.715 1.169 -2.301 0.215
H 1.814 1.721 -0.335 0.225
H 0.055 0.003 2.294 0.482
H -1.326 0.466 2.949 0.475
H -2.018 1.546 -0.537 0.223